Below is a single C23H30N2O3 molecule, with properties calculated with the ωB97M-V functional and the def2-TZVPD basis.

As for the LUMO energy: 0.54 eV. Its structure (SMILES) is CCCCC(=O)C1=C(NCCc2c(C)[nH]c3ccc(OC)cc23)CCCC1=O. As for the energy relative to the best compared isomer or geometry (same formula, charge and spin): 17.7 kcal/mol. The HOMO energy comes out at -7.78 eV. The calculation puts the total energy at -1229.69163 a.u.

```
! wB97M-V def2-TZVPD RIJCOSX def2/J DEFGRID3
* xyz 0 1
C -4.6190 -0.2598 -0.7962
C -3.9942 -1.2141 0.2142
C -2.5843 -0.7739 0.5969
C -1.9665 -1.7009 1.6506
C -0.5095 -1.3652 1.8359
C -0.1565 -0.0329 2.3165
C 1.0735 0.5120 1.9415
N 1.9818 -0.2135 1.3019
C 3.0791 0.2856 0.5110
C 3.3327 -0.6637 -0.6727
C 2.0451 -1.0739 -1.3157
C 1.4953 -2.3320 -1.3212
N 0.2688 -2.2852 -1.9251
C -0.0085 -1.0021 -2.3011
C -1.1232 -0.4595 -2.9266
C -1.1202 0.8905 -3.1843
C -0.0211 1.7000 -2.8438
C 1.0917 1.1646 -2.2264
C 1.1000 -0.2037 -1.9401
H 1.9484 1.7710 -1.9781
O -0.1675 3.0229 -3.1783
C 0.8977 3.8973 -2.9183
H 1.1126 3.9674 -1.8455
H 1.8076 3.5963 -3.4492
H 0.5771 4.8727 -3.2816
H -1.9600 1.3674 -3.6635
H -1.9648 -1.0774 -3.2030
H -0.3560 -3.0686 -2.0091
C 2.0109 -3.6202 -0.7876
H 3.0944 -3.6063 -0.7111
H 1.5927 -3.7975 0.2034
H 1.7183 -4.4437 -1.4368
H 3.9794 -0.1539 -1.3912
H 3.8551 -1.5514 -0.3155
H 2.8371 1.2818 0.1321
H 3.9874 0.3615 1.1230
C 1.4182 1.9444 2.2351
C 0.7467 2.4138 3.5175
C -0.7482 2.1852 3.3954
C -1.0884 0.7242 3.1432
O -2.1004 0.2620 3.6409
H -1.2795 2.5060 4.2927
H -1.1431 2.7581 2.5502
H 0.9610 3.4707 3.6902
H 1.1378 1.8459 4.3643
H 2.5012 2.0512 2.3167
H 1.0770 2.5634 1.3979
O 0.3379 -2.1848 1.4736
H 1.6917 -1.1863 1.1331
H -2.0284 -2.7390 1.3158
H -2.5023 -1.5895 2.5919
H -2.6228 0.2422 0.9922
H -1.9525 -0.7589 -0.2958
H -4.6134 -1.2513 1.1126
H -3.9594 -2.2213 -0.2083
H -5.6105 -0.6009 -1.0854
H -4.7095 0.7365 -0.3696
H -4.0010 -0.1907 -1.6889
*
```